Formula: C40H46BaN7O3S6
Source: the Open Molecules 2025 dataset
Level of theory: the ωB97M-V functional and the def2-TZVPD basis

Computed properties:
Highest occupied orbital energy   -3.80 eV
Relative energy (zero: lowest compared OMol25 entry of this formula, charge and spin)   60.0 kcal per mole
Gap between HOMO and LUMO   5.624 eV
E_LUMO   1.824 eV

Geometry as ORCA input:
```
! RIJCOSX wB97M-V def2-TZVPD def2/J DEFGRID3
* xyz -1 1
Ba 0.2092 -0.7935 -0.0452
S 1.3484 -3.6860 0.5406
C 1.4472 -2.9734 2.0718
C 1.6593 -3.7747 3.2142
C 1.6212 -3.2013 4.4586
C 1.4317 -1.8213 4.5640
C 1.2946 -1.1054 3.3908
N 1.2875 -1.6467 2.1852
H 1.8173 -4.8336 3.0718
H 1.7264 -3.8118 5.3488
H 1.3831 -1.3282 5.5248
H 1.1738 -0.0325 3.4032
O 4.6246 0.6182 -0.0235
C 5.0442 0.2169 -1.2374
C 6.4124 0.1912 -1.5142
C 6.8716 -0.1999 -2.7574
C 5.9802 -0.5394 -3.7664
C 4.6241 -0.5109 -3.5089
C 4.1451 -0.1470 -2.2551
C 2.6875 -0.1348 -1.9939
O 2.2558 -0.0008 -0.8105
N 1.9481 -0.2352 -3.0717
N 0.5996 -0.1823 -2.8900
C -0.0079 -0.3481 -3.9872
S 0.9864 -0.6327 -5.4392
C -0.4793 -1.0004 -6.4811
C -1.5920 -0.0881 -6.0303
S -1.7295 -0.2513 -4.2026
H 3.6363 0.4565 -0.0193
H 7.1071 0.4703 -0.7347
H 7.9394 -0.2379 -2.9370
H 6.3416 -0.8263 -4.7452
H 3.8920 -0.7578 -4.2639
H -0.7352 -2.0504 -6.3354
H -0.2021 -0.8259 -7.5192
H -2.5567 -0.3485 -6.4638
H -1.3496 0.9524 -6.2551
C 4.9533 5.9115 1.1946
C 3.6108 5.6993 1.8093
C 2.8487 6.7071 2.3358
C 1.5697 6.3843 2.8505
N 1.1092 5.1592 2.8558
C 1.8518 4.1506 2.3872
S 1.3860 2.5788 2.4842
N 3.1099 4.4428 1.8391
C 0.6691 7.4347 3.4141
H 5.3214 6.9095 1.4185
H 4.8884 5.8005 0.1126
H 5.6626 5.1730 1.5612
H 3.2130 7.7198 2.3568
H 3.6429 3.6551 1.4893
H 1.2221 8.3379 3.6550
H 0.1779 7.0440 4.3017
H -0.1052 7.6782 2.6878
C -2.6719 -4.3783 -4.1558
C -1.4000 -3.9840 -3.7114
C -1.2710 -3.1882 -2.6075
C -2.3941 -2.7415 -1.8755
C -2.2493 -1.8658 -0.7620
C -3.4031 -1.5598 -0.0726
C -4.6648 -2.0680 -0.4316
C -4.8115 -2.8568 -1.5375
C -3.6765 -3.2087 -2.2946
C -3.7824 -4.0139 -3.4478
H -2.7680 -4.9836 -5.0494
H -0.5228 -4.3119 -4.2562
H -0.2849 -2.8964 -2.2647
H -3.3559 -0.9149 0.7979
H -5.5315 -1.8293 0.1745
H -5.7858 -3.2295 -1.8374
H -4.7707 -4.3327 -3.7621
C -2.8313 -3.7883 3.4054
C -2.1290 -2.5602 3.1558
N -1.5976 -1.5680 2.9669
H -2.2019 -4.4646 3.9818
H -3.0842 -4.2495 2.4522
H -3.7436 -3.5772 3.9633
S -2.0036 1.6628 2.4579
C -3.2691 1.5077 3.4563
N -4.3542 2.3218 3.4240
C -5.2631 2.2924 4.5394
C -5.1803 0.8785 5.1013
S -3.4705 0.3041 4.7430
H -4.2665 3.1614 2.8732
H -6.2770 2.5200 4.1976
H -4.9760 3.0280 5.3056
H -5.8708 0.2041 4.5926
H -5.3485 0.8428 6.1756
C -3.4259 1.7241 -1.3528
C -2.5590 2.7987 -1.9877
O -1.2062 2.5710 -1.6799
C -0.3316 3.5434 -2.1974
C 1.0862 3.1885 -1.7846
H -4.4743 1.9238 -1.5650
H -3.2673 1.7033 -0.2788
H -3.1631 0.7490 -1.7495
H -2.8669 3.7915 -1.6072
H -2.7081 2.7941 -3.0831
H -0.5998 4.5377 -1.7917
H -0.4177 3.5942 -3.2992
H 1.1123 3.0628 -0.7061
H 1.7851 3.9667 -2.0859
H 1.3804 2.2474 -2.2352
*
```

These are the Mulliken partial charges, in e, on atoms 1 to 4: Ba 1.28; S -0.45; C 0.51; C -0.70